Entry 1:
Molecular formula: C9H15NO2
Method: DFT, the ωB97M-V functional and the def2-TZVPD basis

```
27
Properties=species:S:1:pos:R:3:forces:R:3
C -0.583065 1.380850 0.120653 2.62 0.53 -0.16
C 0.245875 0.422426 0.504676 -2.24 -2.79 0.68
C -1.880124 0.874817 -0.214493 -0.20 1.71 0.44
C -0.840861 -1.207981 0.429062 2.66 4.68 -1.01
C -0.244656 2.836403 -0.050609 2.08 0.20 1.36
C -0.731942 -1.941912 1.746696 1.58 -2.03 -2.77
C 2.550132 0.192827 -0.328223 0.48 -1.10 -0.09
C -0.439250 -1.402826 -1.956706 0.96 -3.22 -0.80
C 1.631745 0.326491 0.984982 1.06 -0.92 -2.61
N -1.987499 -0.421912 0.103355 -2.14 -1.92 0.35
O -2.730970 1.632952 -0.624376 -1.27 -0.47 -0.50
O -0.410771 -1.953085 -0.653776 0.53 -0.90 1.20
H -0.735950 3.367831 -0.819201 -0.63 -0.07 -1.34
H 0.908797 2.952806 -0.218008 -2.15 -0.02 0.61
H -0.608341 3.411752 0.833145 0.73 -0.42 -0.21
H 0.387598 -2.037644 1.956116 -1.54 -0.23 -0.24
H -1.176184 -3.000121 1.532943 0.54 1.87 1.17
H -1.122797 -1.284243 2.461006 -1.07 0.25 1.38
H 1.976788 -0.578918 -0.903783 0.42 1.16 -0.21
H 3.550233 -0.386138 -0.254034 -1.33 1.37 0.65
H 2.732467 1.174770 -0.878486 -0.52 -1.46 0.65
H -1.244570 -0.715582 -1.996706 -0.91 0.35 -0.89
H -0.518651 -2.440360 -2.549582 -0.25 2.84 0.52
H 0.500262 -0.908236 -2.268060 -0.34 -0.18 0.43
H 1.916965 1.118105 1.607141 0.43 1.33 0.89
H 1.762400 -0.595179 1.524237 0.05 -0.38 0.41
H -2.907635 -0.817897 -0.087975 0.45 -0.18 0.13
```
Forces are in eV/Å.

Orbital gap   9.932 eV
E_HOMO   -9.12 eV
Energy relative to the best compared isomer or geometry (same formula, charge and spin)   2.810 eV

---

Entry 2:
Molecular formula: C13H36O7
Method: DFT, the ωB97M-V functional and the def2-TZVPD basis

```
56
Properties=species:S:1:pos:R:3:forces:R:3
C 0.191156 1.035641 0.377634 1.49 2.77 2.90
C 0.134943 -0.478331 0.254533 0.00 1.98 -0.18
C -1.196218 -0.884594 -0.390131 0.87 -0.17 -1.01
O 1.141747 -0.887080 -0.581676 4.18 -0.93 -2.84
H -0.701822 1.348273 1.064849 1.68 0.06 -1.47
H 0.289586 1.560202 -0.568457 -1.25 -0.40 -0.54
H 1.270241 1.669338 0.777970 -2.84 -2.60 -0.14
H 0.357403 -1.019546 1.137483 -0.68 -0.11 1.72
H -2.114395 -0.801665 0.144380 -0.34 0.37 1.07
H -1.073011 -1.928405 -0.613861 -0.14 -0.60 -0.38
H -1.372439 -0.352612 -1.342871 0.41 -0.19 0.34
H 2.141178 -0.645424 -0.401589 -3.23 -0.29 0.54
C -2.433134 0.946301 -4.046503 2.74 4.01 -1.39
C -3.054998 1.699227 -2.829421 -1.34 -2.13 -0.60
C -3.524415 3.037034 -3.231434 0.81 2.25 0.44
O -4.255008 0.939583 -2.489119 -0.04 -0.24 1.57
H -2.012462 -0.039919 -3.953288 -0.32 -0.41 0.51
H -1.435538 1.681282 -4.169764 -2.08 -2.03 -0.04
H -2.918797 1.089697 -5.086352 0.17 -0.33 2.02
H -2.305721 1.778693 -2.016056 -0.51 -0.40 -0.19
H -2.669665 3.595439 -3.638698 0.11 0.47 0.88
H -4.117362 3.600293 -2.454278 0.99 -0.55 -0.62
H -4.094621 3.044144 -4.110026 -1.47 -0.70 -1.14
H -4.639578 1.127555 -1.588318 0.99 0.06 -1.42
C -1.260664 -0.175161 4.633618 -3.05 1.89 -2.00
C -1.757758 1.082101 5.232543 -1.18 1.17 -1.19
C -1.034056 2.368324 4.806871 -2.65 -0.77 3.76
O -3.089076 1.269010 4.795614 -2.43 -0.72 -0.36
H -1.254602 0.021123 3.576410 0.17 0.13 -0.79
H -1.926998 -0.986050 4.705470 -0.36 -1.33 0.94
H -0.327713 -0.208280 4.920297 5.06 -1.63 1.60
H -1.840461 1.140338 6.270639 0.56 -0.62 2.12
H -1.656684 3.171786 5.251227 0.74 -0.15 -0.38
H -1.012270 2.431161 3.819561 -0.18 0.44 -4.55
H -0.054925 2.380478 5.132571 2.08 0.18 1.09
H -3.662850 0.474426 5.007475 1.27 1.41 -0.28
O 0.795489 -2.404292 -3.091586 -0.68 -0.27 1.45
C 1.482779 -1.855071 -4.159204 3.01 -1.26 2.17
C 2.441586 -2.939048 -4.785968 0.95 2.29 1.15
O 3.156189 -2.235751 -5.795594 0.05 -2.74 -1.30
H 1.205334 -2.030543 -2.282738 -0.86 -0.40 -0.28
H 0.845973 -1.556981 -4.920148 -1.32 0.83 -1.45
H 2.034062 -1.001671 -3.687979 0.09 -0.19 -1.23
H 1.772721 -3.557637 -5.316313 -0.38 -1.55 -0.23
H 3.188643 -3.458236 -4.059122 -1.67 0.74 -1.04
H 3.296106 -1.384444 -5.492154 0.61 2.63 0.87
O 3.692149 -0.455655 0.758069 3.74 2.65 -0.21
C 4.120122 -1.173033 1.910487 1.34 0.19 2.65
C 3.161079 -1.209641 3.091650 -1.88 3.46 -0.75
O 3.552306 -1.742513 4.291084 1.34 -2.95 0.23
H 4.526815 0.286167 0.632846 -3.94 -3.20 0.18
H 4.466939 -2.215950 1.843802 0.01 0.24 -1.22
H 4.921094 -0.609587 2.398772 0.60 -0.26 -0.50
H 2.262677 -1.618960 2.797987 -2.19 -1.59 -0.96
H 2.776022 -0.181930 3.323691 0.87 -0.32 -0.22
H 3.572904 -2.739608 4.145117 0.10 1.83 0.67
```
Forces are in eV/Å.

Orbital gap   9.540 eV
E_HOMO   -9.53 eV
Structure (SMILES)   CC(C)O.CC(C)O.CC(C)O.OCCO.OCCO
Energy relative to the best compared isomer or geometry (same formula, charge and spin)   5.224 eV